Entry 1:
{
  "formula": "C19H51FNNbO11P",
  "method": "ωB97M-V/def2-TZVPD",
  "lumo_ev": 2.147,
  "homo_energy_ev": -4.53,
  "gap_ev": 6.68,
  "charge": -1,
  "symbols": ["C", "C", "C", "N", "Nb", "F", "P", "O", "O", "O", "H", "H", "H", "H", "H", "H", "H", "H", "H", "H", "H", "C", "O", "C", "C", "O", "C", "H", "H", "H", "H", "H", "H", "H", "H", "H", "H", "C", "O", "C", "C", "O", "C", "H", "H", "H", "H", "H", "H", "H", "H", "H", "H", "C", "O", "C", "C", "O", "C", "H", "H", "H", "H", "H", "H", "H", "H", "H", "H", "C", "O", "C", "C", "O", "C", "H", "H", "H", "H", "H", "H", "H", "H", "H", "H"],
  "positions_angstrom": [[4.87, -1.36, 3.00], [3.80, -1.04, 1.97], [2.89, -2.20, 1.59], [3.67, 0.11, 1.44], [3.11, 1.79, 2.33], [2.66, 3.41, 3.08], [0.79, 0.73, 3.21], [0.12, 1.67, 4.16], [0.91, -0.77, 3.96], [-0.34, 0.33, 2.04], [5.12, -2.42, 3.02], [5.78, -0.78, 2.80], [4.49, -1.06, 3.99], [1.86, -1.86, 1.56], [2.99, -3.05, 2.27], [3.15, -2.53, 0.58], [2.05, 2.28, 0.88], [4.71, 2.54, 1.89], [3.61, 1.18, 4.01], [0.57, -1.51, 3.46], [-0.24, -0.54, 1.65], [-4.68, 2.61, -0.84], [-3.81, 3.39, -0.05], [-2.66, 2.66, 0.41], [-1.44, 2.94, -0.43], [-1.61, 2.49, -1.78], [-1.93, 3.53, -2.68], [-5.38, 3.29, -1.32], [-4.13, 2.06, -1.61], [-5.24, 1.90, -0.23], [-2.87, 1.59, 0.41], [-2.46, 2.96, 1.44], [-0.60, 2.40, 0.00], [-1.20, 4.01, -0.42], [-1.05, 4.16, -2.88], [-2.73, 4.16, -2.30], [-2.25, 3.07, -3.61], [-1.20, -3.03, -2.88], [0.02, -2.83, -3.55], [-0.10, -2.71, -4.96], [-0.09, -1.26, -5.41], [-1.22, -0.55, -4.95], [-0.97, 0.27, -3.82], [-1.01, -2.90, -1.82], [-1.96, -2.30, -3.20], [-1.59, -4.04, -3.06], [-1.01, -3.19, -5.31], [0.76, -3.22, -5.41], [-0.11, -1.25, -6.51], [0.83, -0.77, -5.08], [-0.40, 1.16, -4.10], [-0.42, -0.27, -3.05], [-1.93, 0.58, -3.42], [7.49, -5.08, 6.88], [8.76, -4.72, 6.36], [8.72, -4.31, 5.01], [8.72, -2.80, 4.86], [7.55, -2.22, 5.40], [7.72, -1.63, 6.68], [7.60, -5.18, 7.96], [6.74, -4.32, 6.67], [7.15, -6.04, 6.47], [7.83, -4.72, 4.51], [9.61, -4.71, 4.51], [8.76, -2.55, 3.80], [9.61, -2.38, 5.34], [8.28, -0.70, 6.62], [8.23, -2.31, 7.37], [6.72, -1.41, 7.06], [-7.59, 0.96, -5.24], [-8.84, 1.61, -5.17], [-9.40, 1.66, -3.87], [-9.17, 3.01, -3.20], [-7.80, 3.26, -2.98], [-7.20, 4.13, -3.92], [-7.17, 1.16, -6.22], [-6.90, 1.34, -4.47], [-7.69, -0.12, -5.11], [-8.97, 0.87, -3.25], [-10.47, 1.49, -3.96], [-9.68, 3.00, -2.23], [-9.61, 3.80, -3.81], [-7.52, 5.16, -3.75], [-7.46, 3.84, -4.95], [-6.13, 4.06, -3.79]],
  "mulliken_charge": [-1.019, 0.777, -0.869, -0.726, -0.025, -0.537, 0.867, -0.691, -0.498, -0.415, 0.362, 0.314, 0.276, -0.020, 0.315, 0.391, 0.120, -0.009, 0.008, 0.260, 0.212, -0.308, -0.401, -0.477, -0.509, -0.155, -0.920, 0.109, 0.029, 0.339, 0.270, 0.412, 0.259, 0.321, 0.272, 0.409, 0.266, -0.689, -0.348, -0.497, -0.495, -0.378, -0.572, 0.225, 0.310, 0.320, 0.297, 0.376, 0.391, 0.314, 0.335, 0.339, 0.055, -0.681, -0.378, -0.509, -0.490, -0.261, -0.813, 0.242, 0.286, 0.316, 0.305, 0.375, 0.372, 0.332, 0.305, 0.356, 0.247, -0.628, -0.384, -0.517, -0.523, -0.273, -0.729, 0.243, 0.236, 0.322, 0.316, 0.379, 0.350, 0.357, 0.304, 0.382, 0.167]
}

---

Entry 2:
{
  "formula": "C19H52ClIN2O18P5",
  "method": "ωB97M-V/def2-TZVPD",
  "lumo_ev": -5.000,
  "homo_energy_ev": -11.38,
  "gap_ev": 6.38,
  "charge": 1,
  "symbols": ["C", "C", "N", "C", "C", "N", "I", "C", "C", "P", "O", "Cl", "C", "O", "H", "H", "H", "H", "H", "H", "H", "H", "H", "H", "H", "H", "H", "H", "H", "H", "C", "O", "P", "O", "O", "C", "O", "C", "H", "H", "H", "H", "H", "H", "H", "H", "H", "C", "O", "P", "O", "O", "C", "O", "C", "H", "H", "H", "H", "H", "H", "H", "H", "H", "C", "O", "P", "O", "O", "C", "O", "C", "H", "H", "H", "H", "H", "H", "H", "H", "H", "C", "O", "P", "O", "O", "C", "O", "C", "H", "H", "H", "H", "H", "H", "H", "H", "H"],
  "positions_angstrom": [[-3.35, -0.42, 6.00], [-1.81, -0.36, 5.98], [-1.28, 1.00, 5.80], [-0.42, 1.20, 4.67], [-1.14, 1.49, 3.32], [-1.25, 0.20, 2.57], [-2.72, 0.31, 1.08], [0.11, -0.34, 2.15], [0.05, -1.86, 2.11], [0.91, 0.34, 0.60], [0.30, 1.84, 0.46], [0.11, -0.73, -0.96], [1.10, 0.08, 3.28], [0.50, 0.14, 4.54], [-3.79, 0.48, 6.43], [-3.75, -0.57, 4.99], [-3.63, -1.30, 6.58], [-1.48, -1.07, 5.21], [-1.47, -0.76, 6.93], [-2.04, 1.66, 5.76], [0.17, 2.11, 4.86], [-0.63, 2.25, 2.73], [-2.15, 1.82, 3.55], [-1.62, -0.47, 3.25], [0.02, -2.23, 3.13], [0.97, -2.23, 1.65], [-0.82, -2.23, 1.57], [0.88, 2.33, -0.14], [1.88, -0.68, 3.32], [1.61, 1.02, 3.04], [-1.96, -2.19, -3.43], [-1.64, -3.42, -4.09], [-2.54, -3.94, -5.32], [-2.44, -5.39, -5.41], [-1.78, -3.16, -6.50], [-0.38, -3.35, -6.66], [-3.96, -3.38, -5.75], [-4.98, -3.22, -4.74], [-1.19, -2.04, -2.68], [-1.94, -1.35, -4.12], [-2.93, -2.25, -2.94], [-0.08, -4.36, -6.39], [0.17, -2.62, -6.05], [-0.13, -3.17, -7.71], [-4.68, -2.49, -3.99], [-5.21, -4.17, -4.26], [-5.87, -2.85, -5.24], [-3.69, 3.04, 12.79], [-3.20, 1.89, 12.08], [-3.89, 1.42, 10.70], [-3.58, -0.03, 10.69], [-3.04, 2.24, 9.62], [-1.62, 2.25, 9.70], [-5.28, 1.56, 9.93], [-6.50, 1.59, 10.69], [-3.05, 3.17, 13.66], [-3.64, 3.94, 12.17], [-4.71, 2.88, 13.13], [-1.23, 1.31, 10.09], [-1.28, 3.08, 10.32], [-1.24, 2.39, 8.69], [-6.54, 2.44, 11.36], [-6.61, 0.66, 11.25], [-7.32, 1.67, 9.98], [8.26, 1.07, -1.06], [7.01, 0.36, -1.16], [5.60, 1.11, -0.91], [4.66, 0.03, -0.57], [5.49, 1.58, -2.46], [5.73, 0.66, -3.52], [4.92, 2.51, -0.49], [5.20, 3.06, 0.81], [9.05, 0.37, -1.30], [8.29, 1.90, -1.77], [8.42, 1.44, -0.05], [5.41, -0.35, -3.25], [6.79, 0.65, -3.79], [5.16, 1.00, -4.38], [6.26, 3.29, 0.93], [4.88, 2.37, 1.59], [4.63, 3.99, 0.89], [0.72, 0.08, -12.48], [2.02, 0.07, -11.87], [2.20, -0.42, -10.37], [3.39, 0.19, -9.78], [2.38, -2.00, -10.63], [3.41, -2.45, -11.50], [1.03, -0.64, -9.32], [0.03, 0.40, -9.18], [0.85, 0.42, -13.51], [0.29, -0.92, -12.49], [0.05, 0.77, -11.96], [4.29, -1.80, -11.44], [3.05, -2.49, -12.53], [3.69, -3.45, -11.18], [-0.52, 0.53, -10.11], [0.50, 1.34, -8.89], [-0.66, 0.08, -8.41]],
  "mulliken_charge": [-1.143, 0.015, -0.230, -0.398, -0.686, -0.458, 0.374, 0.784, -1.808, 0.614, -0.468, -0.270, -1.127, -0.358, 0.293, 0.282, 0.377, -0.020, 0.407, 0.264, 0.416, 0.323, 0.568, 0.472, 0.443, 0.539, 0.373, 0.359, 0.424, 0.543, 0.034, -0.193, 0.781, -0.664, -0.244, -0.624, -0.272, -0.657, -0.301, 0.369, 0.232, 0.361, 0.228, 0.212, 0.234, 0.343, 0.257, -0.674, -0.311, 1.046, -0.706, -0.273, -0.677, -0.264, -0.727, 0.250, 0.319, 0.289, 0.367, 0.276, 0.183, 0.313, 0.356, 0.236, -0.706, -0.287, 0.898, -0.606, -0.319, -0.651, -0.201, -0.725, 0.242, 0.342, 0.292, 0.321, 0.232, 0.259, 0.332, 0.322, 0.245, -0.659, -0.269, 0.775, -0.685, -0.270, -0.686, -0.010, -0.659, 0.247, 0.331, 0.286, 0.339, 0.245, 0.228, 0.257, 0.357, 0.182]
}